[1]
{
  "formula": "C20H29N3O6",
  "method": "ωB97M-V/def2-TZVPD",
  "symbols": ["H", "C", "H", "C", "H", "H", "C", "H", "C", "H", "O", "H", "H", "C", "H", "H", "C", "H", "H", "C", "C", "H", "N", "H", "H", "C", "N", "C", "H", "H", "H", "O", "H", "C", "H", "C", "N", "C", "H", "H", "H", "C", "H", "O", "H", "O", "O", "H", "H", "C", "H", "C", "C", "H", "C", "C", "O", "C"],
  "positions_angstrom": [[-6.22676, 1.00537, 1.74291], [5.44980, -1.49287, 0.08692], [-1.72089, -1.43937, -1.23158], [-7.96650, -1.54803, 0.37485], [-5.62020, 2.49760, -0.63587], [5.59340, -2.29207, -1.90862], [-2.12479, 0.80755, 1.30477], [2.89205, 3.89782, -1.67623], [-7.52168, -1.43726, -0.93130], [-0.32906, -0.13980, 2.02405], [4.96947, -0.23402, -0.44864], [-4.73723, 1.33067, -1.66649], [-7.88062, -2.12257, -1.68469], [4.11069, 0.51196, 0.24683], [4.04804, 4.25328, -0.37647], [-0.63345, -2.63478, -1.88813], [-0.97402, -0.18115, 1.14559], [7.02553, -1.40194, -1.38489], [3.52709, -2.38169, -0.32537], [-6.14499, 0.43230, -0.31476], [-7.49895, -0.67044, 1.33860], [6.74074, -2.16810, 1.67299], [1.04734, 0.90077, 0.25609], [7.18227, -0.58675, 1.00931], [-7.84109, -0.75414, 2.35957], [-0.12529, 0.14108, -0.09799], [3.75619, 1.60461, -0.47240], [0.27564, -1.13152, -0.86115], [6.71546, -3.02566, -0.75180], [3.81955, -2.07264, 1.38392], [5.78148, -0.73903, 2.07981], [1.42761, -1.47781, -1.00952], [4.63852, -3.42242, 0.58529], [-6.61012, -0.45409, -1.27506], [-0.69580, 0.76760, -0.79383], [3.03440, 3.93086, -0.59882], [-0.78301, -1.80084, -1.34527], [1.35345, 2.06240, -0.35032], [-1.76324, 1.83609, 1.25823], [4.01824, 1.63358, -1.44468], [-1.38066, -1.19063, 1.07211], [4.28102, -2.40422, 0.45821], [-8.67419, -2.31847, 0.64252], [3.70135, 0.29971, 1.37047], [2.33037, 4.64896, -0.18889], [0.59315, 2.66701, -1.07940], [-4.08555, 1.58164, 0.28055], [-2.62115, 0.67438, 2.26869], [1.76679, 0.41972, 0.78451], [-5.15361, 1.50937, -0.67009], [-6.25605, -0.37603, -2.29231], [-3.16929, 0.62239, 0.22673], [2.77086, 2.55818, -0.00019], [2.86123, 2.58399, 1.09259], [-6.59463, 0.31776, 0.99486], [6.35037, -1.22799, 1.29337], [-3.18086, -0.27460, -0.58275], [6.25157, -2.09574, -1.06680]],
  "forces_ev_per_a": [[0.02, 0.05, 0.09], [0.23, -0.62, 0.34], [0.05, -0.01, 0.03], [-0.05, -0.07, 0.00], [0.13, -0.13, -0.02], [-0.06, -0.06, -0.11], [0.15, -0.26, -0.05], [-0.02, 0.07, -0.10], [-0.07, -0.05, -0.06], [-0.03, -0.04, -0.01], [0.05, 0.07, -0.14], [-0.09, 0.08, 0.13], [-0.03, -0.06, -0.06], [0.08, 0.29, -0.30], [0.08, 0.00, 0.05], [0.07, 0.05, 0.05], [-0.22, 0.07, -0.12], [0.11, 0.05, -0.04], [-0.04, -0.07, -0.05], [0.11, 0.03, 0.03], [-0.02, 0.01, 0.09], [0.06, -0.12, 0.02], [-0.34, -0.45, 0.17], [0.12, 0.03, -0.02], [-0.03, -0.01, 0.08], [0.19, 0.03, -0.03], [0.05, 0.14, -0.22], [-0.26, 0.37, 0.07], [0.04, -0.10, 0.05], [-0.04, -0.06, 0.02], [0.01, -0.02, 0.07], [0.41, -0.07, 0.01], [0.09, -0.12, -0.01], [0.02, 0.12, 0.06], [0.06, -0.14, 0.10], [-0.09, -0.23, 0.14], [-0.33, -0.35, -0.27], [0.36, 0.14, 0.34], [-0.05, 0.05, 0.05], [0.03, -0.06, 0.04], [0.02, 0.03, 0.07], [0.04, 0.26, -0.05], [-0.05, -0.07, 0.02], [-0.06, -0.21, 0.35], [-0.05, 0.08, -0.05], [-0.13, 0.23, -0.28], [-0.08, 0.31, 0.16], [-0.05, 0.09, -0.01], [0.06, 0.11, -0.03], [-0.23, -0.09, -0.38], [0.08, -0.01, -0.11], [0.37, -0.04, 0.26], [-0.02, 0.17, 0.00], [-0.04, 0.01, -0.18], [0.02, 0.04, -0.07], [-0.22, 0.17, -0.22], [-0.13, 0.02, -0.12], [-0.27, 0.32, 0.20]],
  "de_lowest_ev": 0.0000,
  "fmax_ev_per_a": 0.74,
  "spin_multiplicity": 1,
  "mol_weight_g_mol": 407.47,
  "e_tot_ha": -1395.3437,
  "homo_lumo_gap_ev": 9.95,
  "smiles": "C[C@H](NC(=O)OC(C)(C)C)C(=O)N[C@H](CCC(=O)OCc1ccccc1)C(N)=O"
}

[2]
{
  "formula": "C3H3ClO",
  "method": "ωB97M-V/def2-TZVPD",
  "symbols": ["H", "Cl", "C", "O", "H", "H", "C", "C"],
  "positions_angstrom": [[0.16148, -1.36593, -0.59965], [-2.15175, -0.35358, 0.82064], [-0.35786, 0.26676, 0.69303], [0.63236, 0.46662, -1.85522], [-0.05935, -0.54461, 1.32032], [0.07570, 1.23918, 0.84412], [1.31858, 0.63644, -0.76950], [0.38084, -0.34488, -0.45375]],
  "forces_ev_per_a": [[0.71, -0.98, -0.65], [0.97, 1.60, -0.38], [-1.53, -2.91, -1.28], [-0.78, -0.56, 2.43], [1.04, 0.36, 1.57], [-1.23, 0.72, 0.90], [3.71, 1.46, -2.29], [-2.89, 0.33, -0.30]],
  "de_lowest_ev": 4.3828,
  "fmax_ev_per_a": 4.60,
  "spin_multiplicity": 1,
  "mol_weight_g_mol": 90.51,
  "e_tot_ha": -651.3474,
  "homo_lumo_gap_ev": 9.50
}

[3]
{
  "formula": "H4OS",
  "method": "ωB97M-V/def2-TZVPD",
  "symbols": ["O", "H", "H", "H", "H", "S"],
  "positions_angstrom": [[1.05746, 0.26541, 1.40427], [1.60619, -0.13784, 0.71290], [-1.11523, -1.27872, -0.96760], [1.61712, 0.95041, 1.80167], [-1.61088, 0.62338, -1.05716], [-1.55466, -0.42264, -1.89408]],
  "forces_ev_per_a": [[0.41, 0.08, -0.15], [-0.22, 0.21, 0.30], [0.01, 0.08, 0.16], [-0.21, -0.30, -0.18], [0.07, -0.15, 0.08], [-0.05, 0.07, -0.21]],
  "de_lowest_ev": 0.0648,
  "fmax_ev_per_a": 0.44,
  "spin_multiplicity": 1,
  "mol_weight_g_mol": 52.10,
  "e_tot_ha": -475.8087,
  "homo_lumo_gap_ev": 10.43,
  "smiles": "O.S"
}